A molecular structure, C6H14Cl3GeN3O7P3TeZn, computed with ωB97M-V with the def2-TZVPD basis set.

Positions of all 39 atoms, in Å:
Zn -0.16 -0.78 2.26
O -2.47 -2.37 3.05
P -3.07 -1.28 1.99
O -4.53 -1.16 2.17
O -2.08 -0.14 2.09
O -2.77 -2.02 0.56
P -1.46 -2.88 0.21
O -1.84 -4.36 0.79
O -1.29 -2.96 -1.26
O -0.32 -2.37 1.06
H -3.03 -3.15 3.09
H -2.10 -4.89 0.03
C 0.66 2.10 -2.50
N -0.20 0.92 -2.51
C 0.56 -0.22 -3.03
N 1.82 -0.46 -2.33
C 2.61 0.76 -2.33
N 1.92 1.93 -1.78
C 1.68 1.78 -0.34
P 0.62 0.31 0.07
C -0.72 0.63 -1.16
C 1.57 -0.92 -0.95
H 0.11 2.93 -2.07
H 0.90 2.34 -3.54
H 0.79 -0.02 -4.08
H -0.06 -1.12 -2.96
H 2.86 0.99 -3.37
H 3.53 0.60 -1.77
H 1.20 2.67 0.05
H 2.64 1.68 0.19
H -1.32 1.47 -0.81
H -1.37 -0.24 -1.21
H 0.99 -1.85 -0.98
H 2.52 -1.14 -0.46
Cl 0.25 3.52 2.41
Ge 0.09 2.48 4.45
Cl -1.69 3.73 5.28
Cl 1.76 3.62 5.52
Te 1.39 -0.14 4.18

LUMO (alpha / beta), hartree: 0.165 / 0.152
Highest occupied orbital energy (alpha / beta), eV: -1.11 / -2.04
Charge: -2
2S+1: 2
Gap between HOMO and LUMO (alpha / beta), Ha: 0.20548 / 0.22731

Mulliken atomic charge list, values in e, 4 entries: atom 1 (Zn): 0.198, atom 2 (O): -0.452, atom 3 (P): 0.916, atom 4 (O): -0.766

A molecular structure, C28H60BrClInNO12PS5 in a non-equilibrium geometry, computed with ωB97M-V with the def2-TZVPD basis set.

Positions of all 110 atoms, in Å:
C 6.02 -5.32 1.80
C 4.72 -4.52 1.47
Br 3.28 -5.41 2.51
C 4.83 -3.04 1.83
In 2.77 -2.09 1.64
C 2.94 0.13 1.24
N 1.81 0.93 1.79
C 1.76 -3.16 -0.03
C 0.26 -2.82 -0.26
C -0.66 -3.99 0.17
C -0.96 -3.86 1.66
O -1.98 -4.77 2.08
P 1.65 -2.39 3.96
O 2.69 -1.55 4.98
Cl -0.20 -1.33 4.07
H 6.62 -5.39 0.89
H 5.78 -6.32 2.16
H 6.55 -4.78 2.59
H 4.49 -4.66 0.42
H 5.18 -2.97 2.86
H 5.52 -2.59 1.10
H 2.94 0.26 0.15
H 3.88 0.44 1.69
H 1.10 1.09 1.09
H 1.39 0.46 2.58
H 2.31 -2.85 -0.93
H 1.90 -4.24 0.04
H -0.05 -1.88 0.20
H 0.10 -2.71 -1.34
H -0.14 -4.94 0.00
H -1.60 -3.90 -0.39
H -0.03 -4.07 2.22
H -1.31 -2.83 1.83
H -2.17 -4.54 2.99
H 2.40 -1.67 5.90
C -0.43 2.73 -3.37
C 0.46 3.75 -2.66
C 1.14 3.05 -1.48
S 1.27 1.32 -1.94
O 0.44 0.55 -1.05
O 2.65 0.98 -2.18
C 0.43 1.47 -3.51
H -0.79 3.09 -4.33
H -1.30 2.51 -2.75
H 1.22 4.11 -3.36
H -0.11 4.62 -2.33
H 2.14 3.44 -1.29
H 0.54 3.11 -0.57
H -0.15 0.57 -3.70
H 1.19 1.60 -4.28
C 3.26 -4.63 8.26
C 2.29 -4.99 7.13
C 3.12 -5.20 5.86
S 4.74 -5.74 6.40
O 5.72 -4.73 6.06
O 4.94 -7.13 6.05
C 4.41 -5.63 8.16
H 2.78 -4.67 9.24
H 3.64 -3.61 8.11
H 1.76 -5.91 7.38
H 1.53 -4.22 6.97
H 2.69 -5.96 5.21
H 3.24 -4.27 5.30
H 5.31 -5.31 8.68
H 4.10 -6.62 8.50
C -7.46 -3.17 1.60
C -7.10 -2.82 0.15
C -5.71 -2.17 0.16
S -4.84 -2.85 1.59
O -4.61 -1.78 2.53
O -3.79 -3.72 1.16
C -6.22 -3.84 2.18
H -8.33 -3.81 1.66
H -7.68 -2.25 2.15
H -7.07 -3.74 -0.45
H -7.84 -2.16 -0.31
H -5.14 -2.41 -0.74
H -5.77 -1.09 0.29
H -6.21 -3.86 3.27
H -6.09 -4.85 1.79
C 0.46 6.18 -8.32
C 0.95 4.78 -8.73
C 1.00 3.92 -7.47
S -0.25 4.59 -6.36
O 0.41 5.14 -5.20
O -1.34 3.66 -6.25
C -0.74 5.95 -7.42
H 0.20 6.79 -9.19
H 1.25 6.70 -7.77
H 0.25 4.35 -9.45
H 1.93 4.82 -9.21
H 0.76 2.88 -7.67
H 1.96 3.99 -6.96
H -1.00 6.81 -6.81
H -1.61 5.62 -7.99
C -3.72 7.61 -0.59
C -2.64 8.53 -1.19
C -1.83 7.69 -2.19
S -2.94 6.42 -2.79
O -2.48 5.13 -2.33
O -3.26 6.67 -4.17
C -4.34 6.87 -1.77
H -4.46 8.18 -0.04
H -3.25 6.90 0.09
H -3.12 9.36 -1.71
H -2.00 8.95 -0.42
H -1.48 8.28 -3.03
H -0.99 7.19 -1.70
H -4.89 5.98 -1.48
H -4.98 7.53 -2.36

LUMO, hartree: 0.054
Highest occupied orbital energy, eV: -3.16
Charge: -1
Energy above the lowest of the compared OMol25 structures with the same formula, charge and spin, eV: 0.000
Gap between HOMO and LUMO, Ha: 0.16980

Mulliken atomic charge list, values in e, 4 entries: atom 1 (C): -1.330, atom 2 (C): 0.292, atom 3 (Br): -0.162, atom 4 (C): -1.275

A molecular structure, C25H48I2N4O3S2SbSi3V in a non-equilibrium geometry, computed with ωB97M-V with the def2-TZVPD basis set.

Positions of all 89 atoms, in Å:
V 0.69 1.30 -0.48
C -1.86 -1.61 2.62
Sb -1.51 0.09 1.25
C 0.63 0.45 1.43
C 1.49 -0.76 1.58
C 1.36 -1.66 2.65
C 2.24 -2.71 2.79
C 3.26 -2.88 1.86
C 3.34 -1.95 0.84
N 2.49 -0.94 0.70
Si 0.96 1.55 2.96
C 2.81 1.41 3.37
C 0.52 3.36 2.65
C 0.14 0.97 4.58
C -1.94 -0.98 -0.72
C -0.87 -0.68 -1.73
C -1.11 -0.86 -3.10
C -0.06 -0.95 -3.99
C 1.25 -0.87 -3.51
C 1.42 -0.58 -2.18
N 0.39 -0.42 -1.32
Si -1.78 -2.92 -0.56
C -0.11 -3.43 0.14
C -1.78 -3.74 -2.27
C -3.24 -3.68 0.37
Si -3.74 -0.53 -1.30
C -4.94 -0.74 0.15
C -3.84 1.18 -2.08
C -4.50 -1.71 -2.59
H -1.54 -1.32 3.63
H -1.36 -2.53 2.34
H -2.93 -1.79 2.66
H 0.58 -1.51 3.38
H 2.13 -3.41 3.61
H 3.97 -3.69 1.94
H 4.14 -2.01 0.10
H 3.45 1.33 2.49
H 3.01 0.54 4.00
H 3.13 2.30 3.93
H 0.06 3.52 1.68
H 1.42 3.97 2.67
H -0.17 3.75 3.41
H 0.51 -0.01 4.88
H -0.95 0.93 4.56
H 0.41 1.67 5.38
H -2.12 -0.94 -3.46
H -0.25 -1.09 -5.04
H 2.10 -0.99 -4.15
H 2.41 -0.47 -1.76
H 0.67 -2.71 -0.12
H 0.19 -4.39 -0.30
H -0.10 -3.55 1.22
H -0.81 -3.64 -2.76
H -2.54 -3.36 -2.95
H -1.97 -4.81 -2.14
H -3.55 -3.13 1.25
H -2.96 -4.69 0.68
H -4.11 -3.77 -0.29
H -4.52 -0.52 1.13
H -5.31 -1.77 0.17
H -5.80 -0.08 0.01
H -4.01 1.97 -1.35
H -4.67 1.21 -2.79
H -2.93 1.44 -2.64
H -4.38 -2.76 -2.34
H -4.14 -1.56 -3.61
H -5.58 -1.51 -2.60
N 2.62 1.89 -0.06
C 3.33 3.19 0.11
C 4.55 3.36 -0.81
C 4.25 3.57 -2.30
N 3.57 2.44 -2.95
H 3.15 1.16 0.40
H 2.71 1.70 -1.08
H 3.65 3.25 1.15
H 2.63 4.00 -0.07
H 5.22 2.50 -0.69
H 5.09 4.24 -0.46
H 5.21 3.75 -2.80
H 3.65 4.48 -2.41
H 4.09 2.10 -3.75
H 2.66 2.72 -3.29
I -3.16 1.50 2.66
I -4.91 2.91 4.41
O 0.93 3.59 -1.30
S -0.25 3.07 -1.98
O 0.10 1.85 -2.71
O -1.07 4.00 -2.69
S -1.23 2.38 -0.33

LUMO (alpha / beta), hartree: -0.042 / -0.038
Highest occupied orbital energy (alpha / beta), eV: -7.28 / -7.33
2S+1: 3
Gap between HOMO and LUMO (alpha / beta), Ha: 0.22589 / 0.23147

Mulliken atomic charge list, values in e, 4 entries: atom 1 (V): -0.695, atom 2 (C): -1.667, atom 3 (Sb): 1.226, atom 4 (C): 1.101

A molecular structure, C24H26AuN6PSi, computed with ωB97M-V with the def2-TZVPD basis set.

Positions of all 59 atoms, in Å:
Au 0.14 1.12 -1.37
C 0.28 5.31 2.42
N 0.30 4.73 1.10
C 0.30 5.43 -0.08
C 0.29 4.49 -1.07
N 0.28 3.25 -0.53
C 0.29 3.40 0.79
P 0.28 2.16 2.13
C 1.80 1.24 1.68
N 2.58 1.52 0.66
C 3.66 0.70 0.75
C 3.55 -0.08 1.86
N 2.39 0.29 2.47
C 1.88 -0.27 3.70
C -1.21 1.25 1.57
N -1.95 1.65 0.55
C -3.05 0.85 0.55
C -3.00 -0.03 1.59
N -1.83 0.25 2.25
C -1.37 -0.40 3.46
H 0.28 6.40 2.33
H 1.15 5.00 3.00
H -0.62 5.00 2.96
H 0.31 6.50 -0.11
H 0.28 4.64 -2.14
H 4.43 0.72 0.00
H 4.20 -0.83 2.28
H 2.72 -0.47 4.38
H 1.36 -1.21 3.52
H 1.21 0.44 4.18
H -3.82 0.95 -0.20
H -3.67 -0.81 1.92
H -2.23 -0.75 4.02
H -0.81 0.30 4.06
H -0.75 -1.27 3.22
C 2.66 -3.18 -4.85
C 1.96 -3.98 -3.96
C 1.24 -3.40 -2.92
C 1.19 -2.02 -2.76
C 1.91 -1.23 -3.66
C 2.64 -1.80 -4.69
Si 0.20 -1.19 -1.36
C -1.50 -2.02 -1.29
C -2.48 -1.74 -2.25
C -3.76 -2.25 -2.14
C -4.11 -3.04 -1.05
C -3.16 -3.34 -0.09
C -1.87 -2.83 -0.21
H 3.22 -3.62 -5.66
H 1.98 -5.06 -4.07
H 0.70 -4.04 -2.24
H 1.90 -0.15 -3.54
H 3.18 -1.17 -5.38
H 0.83 -1.82 -0.14
H -2.23 -1.12 -3.10
H -4.51 -2.02 -2.89
H -5.12 -3.43 -0.96
H -3.42 -3.96 0.76
H -1.13 -3.07 0.55

LUMO, hartree: 0.019
Highest occupied orbital energy, eV: -7.41
Gap between HOMO and LUMO, Ha: 0.29098

Mulliken atomic charge list, values in e, 4 entries: atom 1 (Au): 0.145, atom 2 (C): -0.813, atom 3 (N): 0.161, atom 4 (C): -0.221

no.,E_tot (eV)
1,-202928.48006
2,-207271.27037
3,-132539.69788
4,-55109.56422